Entry 1:
84
Properties=species:S:1:pos:R:3:forces:R:3:lowdin_charge:R:1 method="wB97M-V/def2-TZVPD" lumo_energy_ev=-1.30 spin_multiplicity=1 homo_ev=-9.426 fmax_ha_per_bohr=0.049 gap_ev=8.130 molar_mass_g_mol=735.4 energy_ev=-199034.2115
C -0.80101 -1.52708 5.42485 0.185 -0.619 -0.003 -0.0984
C -0.92570 -2.58912 4.31225 -0.175 0.475 0.245 -0.2073
C -1.11432 -1.99576 2.86644 -0.245 -0.782 0.790 -0.1516
C -0.50642 -0.62992 2.68486 0.095 -0.524 -0.239 -0.1457
C -1.18199 0.56471 2.93919 -1.043 -0.763 1.071 -0.1904
P -2.93485 0.60393 3.46971 -0.100 0.244 -1.286 0.7693
O -3.76774 1.01859 2.31349 -0.289 -0.004 0.107 -0.4130
C -0.58506 1.78537 2.76956 0.281 0.990 0.560 -0.2258
N -1.37398 2.97697 3.02178 0.850 0.343 -2.375 0.0624
C -0.58727 4.03974 3.65003 -0.278 0.862 1.894 -0.4144
C 0.11811 5.13710 2.85538 -0.048 -0.974 -0.892 0.0085
O -0.52846 4.05521 4.85476 0.111 -0.386 -0.698 0.1248
C -1.93126 3.46020 1.76153 -1.259 0.528 -0.553 -0.4358
C -1.78889 2.68413 0.45815 0.039 -0.256 -0.161 0.0183
O -2.54956 4.50062 1.75458 0.647 -0.382 0.555 0.1061
C 0.72699 1.88728 2.33687 0.221 0.159 0.125 0.0658
C 1.39659 0.72708 2.07107 0.946 -0.122 -0.380 -0.0546
C 0.79955 -0.51576 2.23575 0.719 -0.660 -0.287 -0.0279
C 1.67253 -1.69551 1.86441 -0.150 0.692 0.031 -0.2502
O 1.64919 -2.76102 2.43838 0.024 0.186 -0.316 0.1274
C 2.58564 -1.43625 0.67934 -0.017 -1.340 0.122 -0.0806
C 2.73739 -2.62285 -0.26535 -0.994 0.398 -0.424 -0.1034
C 1.82746 -2.29933 -1.50780 0.178 0.365 0.925 -0.1690
C 0.34334 -2.69278 -1.26232 0.108 0.593 -0.785 -0.1623
C -0.57199 -1.47564 -1.58283 -0.183 -0.623 -0.104 -0.1435
C -1.93748 -1.85589 -2.18186 0.213 1.354 -0.859 -0.1569
O -3.01092 -1.60334 -1.25139 0.105 -0.983 0.482 -0.0341
C -3.83778 -2.68425 -1.08277 -0.581 -0.599 -0.094 -0.5156
C -3.77935 -3.32795 0.29824 0.337 0.919 -0.390 0.0285
O -4.54995 -3.10039 -1.95886 0.482 0.268 0.206 0.1213
C 3.14640 -0.24038 0.50410 0.131 0.288 0.110 -0.1780
C 4.02085 0.09025 -0.68005 -0.146 1.398 0.923 -0.5670
Br 2.91242 1.32181 -1.78643 -0.726 -1.064 -0.502 0.6887
C 5.36358 0.83187 -0.30393 -0.114 0.126 -1.534 -0.6651
C 6.46679 0.48148 -1.33037 -0.032 0.193 0.111 -0.1540
Br 5.11878 2.79188 -0.48386 1.141 0.117 1.063 0.6475
C 2.82132 0.80542 1.54844 -0.142 -0.275 -0.036 -0.2819
O 3.61239 1.61741 1.96581 -0.330 -0.156 -0.188 0.0922
H -0.84922 -1.98792 6.41950 -0.017 -0.060 -0.247 0.0771
H 0.17589 -1.03591 5.37071 -0.333 0.304 -0.069 0.0831
H -1.63590 -0.82300 5.37901 0.333 0.172 0.071 0.0357
H -1.80411 -3.20089 4.55290 0.210 -0.072 -0.230 0.1052
H -0.04064 -3.23078 4.31782 -0.159 0.099 0.010 0.0968
H -2.18682 -2.02780 2.65264 0.210 0.409 -0.157 0.0817
H -0.65463 -2.72938 2.19870 -0.070 0.334 -0.098 0.0967
H -3.03578 1.47338 4.57531 0.256 -0.431 0.148 0.0375
H -3.23360 -0.71308 3.88883 0.153 0.373 0.380 0.0207
H 0.30006 4.78178 1.83113 -0.103 0.339 0.108 0.0788
H -0.48737 6.04249 2.79918 0.032 -0.152 0.143 0.0962
H 1.09310 5.33114 3.30522 -0.276 0.049 0.218 0.0956
H -2.34517 1.73863 0.48729 0.238 0.108 0.248 0.0783
H -2.22985 3.27225 -0.34993 -0.021 0.146 0.376 0.0931
H -0.74928 2.48933 0.17043 -0.109 -0.087 0.275 0.0824
H 1.24923 2.82202 2.16466 -0.192 0.012 0.155 0.1338
H 3.77457 -2.81802 -0.54482 -0.117 -0.030 0.129 0.1163
H 2.27268 -3.49133 0.20971 0.688 -0.063 0.098 0.1062
H 2.23924 -2.68384 -2.44585 -0.165 -0.223 0.204 0.1195
H 1.83756 -1.20878 -1.59051 0.081 -0.203 -0.347 0.0344
H 0.18396 -3.05824 -0.23946 0.027 0.036 -0.180 0.1003
H 0.07209 -3.49503 -1.95966 0.059 -0.038 0.303 0.1096
H -0.72588 -0.85539 -0.69069 0.005 -0.031 -0.160 0.1148
H -0.07336 -0.85284 -2.33517 -0.012 -0.104 0.177 0.1044
H -2.11341 -1.18672 -3.04344 0.006 -0.394 0.342 0.1053
H -1.94210 -2.87186 -2.59202 -0.215 0.030 0.375 0.1294
H -4.19224 -4.33415 0.26191 -0.018 0.181 0.057 0.0876
H -4.34104 -2.67505 0.97809 0.035 -0.251 0.001 0.0936
H -2.73298 -3.31185 0.62303 -0.220 -0.192 0.068 0.0660
H 4.17687 -0.76774 -1.32896 0.173 0.069 0.201 0.0791
H 5.67191 0.65381 0.72425 -0.277 -0.024 -0.095 0.0919
H 7.46476 0.56118 -0.88987 -0.193 -0.074 0.022 0.0794
H 6.33330 -0.51858 -1.75801 0.072 0.065 0.237 0.0757
H 6.43390 1.20745 -2.14730 -0.041 -0.293 -0.002 0.0496
C -0.96421 2.21977 -5.85553 0.194 0.047 0.098 -0.0618
C -0.98309 0.75340 -6.25903 -0.586 0.335 0.011 -0.4949
C -1.94791 0.50738 -7.40859 0.062 -0.180 -0.111 -0.0633
O -1.35675 -0.04855 -5.13793 0.315 -0.207 0.084 -0.0692
H -1.95351 2.53951 -5.51637 -0.041 -0.028 -0.113 0.0824
H -0.27420 2.37908 -5.02546 0.040 -0.020 -0.047 0.0753
H -0.66042 2.85574 -6.68854 -0.028 0.013 0.015 0.0804
H 0.02080 0.44076 -6.55003 -0.007 -0.127 0.147 0.1376
H -2.96861 0.77227 -7.11919 0.040 0.113 0.017 0.0823
H -1.95658 -0.54868 -7.68121 0.058 0.018 -0.011 0.0792
H -1.67324 1.09244 -8.28776 -0.032 0.006 0.009 0.0799
H -2.24336 0.21374 -4.86612 -0.014 0.039 -0.077 0.0822


Entry 2:
15
Properties=species:S:1:pos:R:3:forces:R:3:lowdin_charge:R:1 method="wB97M-V/def2-TZVPD" lumo_energy_ev=1.00 spin_multiplicity=1 homo_ev=-9.534 fmax_ha_per_bohr=0.046 smiles="C=C.NCN" gap_ev=10.538 de_lowest_kj_mol=184.1 molar_mass_g_mol=74.1 energy_ev=-6251.5198
C 0.07628 -4.58996 1.93047 0.765 0.147 -0.669 -0.0796
C 0.54759 -4.08709 0.78797 -0.239 0.152 -0.091 -0.0865
H 0.61941 -4.40974 2.84806 0.269 -0.707 0.062 0.0418
H -0.77020 -5.25559 1.93238 -0.742 0.616 0.290 0.0408
H 1.58270 -3.79929 0.64003 -0.123 0.708 0.514 0.0410
H -0.08056 -3.89534 -0.08020 0.069 -0.916 -0.107 0.0425
N 0.61378 2.40725 -0.01229 0.478 -0.109 0.025 -0.0264
C -0.67529 2.73686 -0.58543 2.001 0.675 -1.051 -0.3475
N -0.57440 3.80261 -1.67622 -0.615 -1.293 0.367 -0.0339
H 1.17095 3.22343 0.20242 -0.233 0.258 0.155 0.0611
H 1.19940 1.84437 -0.61373 -0.187 -0.126 -0.188 0.0528
H -0.97600 1.82813 -1.11434 -0.866 -0.081 0.925 0.1025
H -1.22851 3.13978 0.25720 -0.859 -0.299 -0.425 0.1000
H -1.49195 3.71694 -2.12289 -0.058 0.659 0.076 0.0459
H -0.01320 3.33765 -2.39341 0.340 0.316 0.117 0.0455